# 1
The following is a DFT calculation (ωB97M-V with the def2-TZVPD basis set) of an isolated molecule of C18H27N3O4 in a non-equilibrium geometry.

Results
Maximum force: 2.3 eV/A
HOMO energy: -8.41 eV
Energy relative to the best compared isomer or geometry (same formula, charge and spin): 29.1 kcal/mol
Frontier orbital gap: 8.970 eV
E: -31765.7715 eV

Geometry as ORCA input:
```
! wB97M-V def2-TZVPD RIJCOSX def2/J DEFGRID3
* xyz 0 1
O -1.16 0.03 -2.33
O 3.09 0.46 -0.88
O -0.30 -1.00 2.20
O -3.91 4.92 1.18
C -0.48 1.04 -2.43
C 2.06 -0.05 -0.45
C 0.79 -1.50 2.02
C -1.59 4.82 0.69
C -2.76 2.82 1.33
C -0.41 4.09 0.52
C -1.59 2.09 1.24
C -2.77 4.20 1.09
C -0.39 2.71 0.88
N 1.75 -1.32 2.95
N 0.47 1.43 -1.56
N 2.08 -1.35 -0.12
C -0.61 1.91 -3.66
C 3.17 -1.60 2.79
C -0.91 -3.54 -2.45
C 0.84 1.86 0.76
C -0.90 -3.72 0.67
C 0.24 -3.22 -1.49
C 0.79 0.78 -0.32
C 1.12 -2.13 0.67
C -0.15 -2.61 -0.14
H -4.69 4.36 1.03
H -1.58 5.87 0.46
H -3.66 2.31 1.59
H 0.51 4.57 0.21
H -1.62 1.01 1.46
H 1.43 -0.92 3.80
H 0.99 2.21 -1.81
H 2.97 -1.72 -0.32
H -0.83 2.97 -3.41
H 0.31 1.87 -4.26
H -1.46 1.57 -4.27
H 3.38 -2.60 2.42
H 3.63 -0.82 2.18
H 3.64 -1.51 3.77
H -1.49 -4.36 -2.05
H -1.53 -2.67 -2.61
H -0.58 -3.89 -3.45
H 1.03 1.38 1.69
H 1.68 2.52 0.52
H -0.32 -4.66 0.64
H -1.92 -3.91 0.27
H -0.99 -3.43 1.69
H 0.89 -4.06 -1.34
H 0.93 -2.48 -1.98
H -0.03 0.12 0.00
H 1.65 -3.06 0.94
H -0.80 -1.77 -0.32
*
```

Atom charges from the Mulliken analysis, given in e for atoms 1 to 8: number 1, O, carries -0.5710; number 2, O, carries -0.7498; number 3, O, carries -0.6372; number 4, O, carries -0.5828; number 5, C, carries 0.6102; number 6, C, carries -0.5623; number 7, C, carries 0.1196; number 8, C, carries -0.6224

***

# 2
The following is a DFT calculation (ωB97M-V with the def2-TZVPD basis set) of an isolated molecule of C26H28N2O4.

Results
Maximum force: 0.5 eV/A
HOMO energy: -8.85 eV
Energy relative to the best compared isomer or geometry (same formula, charge and spin): 20.7 kcal/mol
Frontier orbital gap: 9.632 eV
E: -38587.3793 eV

Geometry as ORCA input:
```
! wB97M-V def2-TZVPD RIJCOSX def2/J DEFGRID3
* xyz 0 1
C -5.19 0.13 2.94
H -4.84 0.97 3.54
H -6.28 0.08 2.95
H -4.77 -0.80 3.35
O -4.80 0.29 1.59
C -3.49 0.38 1.36
O -2.65 0.39 2.22
C -3.19 0.46 -0.14
N -1.89 1.04 -0.42
H -1.19 0.57 0.15
C -1.83 2.47 -0.15
C -0.40 2.91 -0.33
C 0.53 2.58 0.64
C 1.88 2.85 0.46
C 2.29 3.49 -0.71
C 1.36 3.85 -1.67
C 0.02 3.54 -1.49
H -0.69 3.79 -2.26
H 1.69 4.35 -2.57
H 3.34 3.71 -0.86
C 2.89 2.35 1.47
N 2.96 0.90 1.55
H 2.13 0.53 2.00
C 3.12 0.24 0.26
C 3.77 -1.12 0.43
C 4.93 -1.42 -0.26
C 5.52 -2.67 -0.11
C 4.95 -3.61 0.72
C 3.78 -3.31 1.40
C 3.19 -2.07 1.25
H 2.27 -1.85 1.77
H 3.33 -4.05 2.04
H 5.41 -4.58 0.83
H 6.43 -2.90 -0.65
H 5.38 -0.69 -0.91
C 1.77 0.00 -0.41
O 0.79 -0.39 0.18
O 1.81 0.24 -1.72
C 0.61 -0.01 -2.46
H -0.24 0.49 -1.98
H 0.79 0.39 -3.45
H 0.42 -1.08 -2.50
H 3.74 0.87 -0.39
H 2.65 2.72 2.47
H 3.89 2.72 1.20
H 0.20 2.09 1.55
H -2.48 2.98 -0.86
H -2.16 2.73 0.87
C -3.29 -0.97 -0.63
C -4.48 -1.43 -1.17
C -4.61 -2.74 -1.58
C -3.54 -3.62 -1.47
C -2.35 -3.17 -0.93
C -2.22 -1.85 -0.51
H -1.28 -1.52 -0.09
H -1.51 -3.84 -0.83
H -3.64 -4.64 -1.79
H -5.55 -3.09 -2.00
H -5.32 -0.75 -1.26
H -3.96 1.06 -0.62
*
```

Atom charges from the Mulliken analysis, given in e for atoms 1 to 8: number 1, C, carries -0.7417; number 2, H, carries 0.3072; number 3, H, carries 0.2412; number 4, H, carries 0.3173; number 5, O, carries -0.2953; number 6, C, carries 0.4275; number 7, O, carries -0.5693; number 8, C, carries 0.0581

***

# 3
The following is a DFT calculation (ωB97M-V with the def2-TZVPD basis set) of C52H48OP2ReTe as an isolated structure in a non-equilibrium geometry.

Results
Maximum force: 1.5 eV/A
HOMO energy (alpha / beta): -12.89 / -12.72 eV
Frontier orbital gap (alpha / beta): 5.567 / 5.394 eV
E: -84735.8816 eV

Geometry as ORCA input:
```
! wB97M-V def2-TZVPD RIJCOSX def2/J DEFGRID3
* xyz 2 2
Re 0.74 -1.02 -0.47
C 2.04 -2.58 -1.22
C 0.65 -2.96 -1.42
C 0.12 -2.12 -2.45
C 1.12 -1.25 -2.88
C 2.28 -1.45 -2.07
C 3.58 -0.73 -2.27
C 1.17 -0.46 -4.15
C -1.22 -2.36 -3.06
C 0.11 -4.30 -1.04
C 3.07 -3.51 -0.66
H 3.46 0.35 -2.23
H 3.99 -0.97 -3.26
H 4.32 -1.03 -1.54
H 0.19 -0.18 -4.54
H 1.64 -1.08 -4.91
H 1.80 0.43 -4.07
H -1.21 -3.31 -3.60
H -1.51 -1.59 -3.77
H -2.00 -2.44 -2.30
H -0.92 -4.25 -0.68
H 0.71 -4.77 -0.27
H 0.12 -4.96 -1.92
H 3.98 -2.99 -0.36
H 3.34 -4.23 -1.43
H 2.71 -4.06 0.20
O 1.53 1.21 2.41
C 0.90 2.41 2.13
C 1.24 3.53 2.88
C 0.40 4.64 2.86
C -0.78 4.60 2.13
C -1.03 3.51 1.32
C -0.15 2.43 1.22
P -0.37 1.19 -0.14
C -0.25 2.43 -1.62
C -0.11 3.80 -1.51
C 0.24 4.58 -2.61
C 0.43 4.06 -3.89
C 0.26 2.71 -4.05
C -0.10 1.89 -2.94
C -2.13 0.84 0.11
C -3.21 1.58 -0.37
C -4.50 1.24 -0.02
C -4.73 0.16 0.82
C -3.67 -0.58 1.32
C -2.37 -0.23 0.97
C 0.89 0.53 3.46
C 0.48 1.16 4.62
C -0.12 0.42 5.63
C -0.32 -0.94 5.48
C 0.08 -1.56 4.31
C 0.67 -0.83 3.27
P 1.31 -1.63 1.77
C 0.82 -3.35 2.07
C 1.68 -4.35 2.52
C 1.20 -5.62 2.81
C -0.16 -5.90 2.69
C -1.02 -4.90 2.25
C -0.53 -3.65 1.94
C 3.09 -1.44 2.07
C 3.67 -1.89 3.26
C 5.01 -1.67 3.51
C 5.78 -0.96 2.60
C 5.20 -0.46 1.44
C 3.86 -0.70 1.19
H 2.11 3.50 3.51
H 0.64 5.51 3.46
H -1.48 5.41 2.18
H -1.94 3.51 0.73
H -0.19 4.30 -0.56
H 0.38 5.64 -2.45
H 0.71 4.70 -4.72
H 0.40 2.23 -5.01
H 0.26 0.87 -2.94
H -3.05 2.43 -1.03
H -5.33 1.82 -0.40
H -5.75 -0.10 1.10
H -3.85 -1.41 1.99
H -1.54 -0.78 1.40
H 0.64 2.22 4.77
H -0.43 0.92 6.54
H -0.79 -1.52 6.27
H -0.08 -2.62 4.20
H 2.74 -4.16 2.62
H 1.88 -6.39 3.14
H -0.53 -6.88 2.93
H -2.08 -5.11 2.14
H -1.23 -2.89 1.58
H 3.07 -2.40 4.00
H 5.45 -2.04 4.43
H 6.83 -0.78 2.80
H 5.79 0.12 0.75
H 3.41 -0.29 0.29
Te -2.17 1.16 -3.60
C -3.48 2.80 -3.70
C -4.80 2.39 -3.53
C -5.82 3.32 -3.62
C -5.52 4.66 -3.85
C -4.20 5.06 -4.01
C -3.17 4.13 -3.94
H -5.06 1.35 -3.33
H -6.85 3.01 -3.51
H -6.31 5.39 -3.91
H -3.97 6.10 -4.19
H -2.16 4.45 -4.11
*
```

Atom charges from the Mulliken analysis, given in e for atoms 1 to 8: number 1, Re, carries 0.8419; number 2, C, carries 0.8769; number 3, C, carries 1.4783; number 4, C, carries 0.6452; number 5, C, carries -0.2355; number 6, C, carries 0.1747; number 7, C, carries -1.6283; number 8, C, carries -1.2452

***

# 4
The following is a DFT calculation (ωB97M-V with the def2-TZVPD basis set) of F6IMnN3O12S6 as an isolated structure in a non-equilibrium geometry.

Results
Maximum force: 8.6 eV/A
HOMO energy (alpha / beta): -3.38 / -3.43 eV
Energy relative to the best compared isomer or geometry (same formula, charge and spin): 0.0 kcal/mol
Frontier orbital gap (alpha / beta): 7.863 / 7.914 eV
E: -149779.1272 eV

Geometry as ORCA input:
```
! wB97M-V def2-TZVPD RIJCOSX def2/J DEFGRID3
* xyz -2 6
Mn 0.16 -0.78 -0.46
N -1.65 -0.28 -1.13
S -2.28 0.64 -2.32
O -2.95 1.80 -1.78
O -2.86 -0.04 -3.44
F -0.89 1.16 -2.86
S -3.24 -0.83 -0.64
O -3.89 -1.79 -1.53
O -4.11 -0.01 0.15
F -2.68 -1.78 0.46
N 1.79 0.33 -0.93
S 1.85 1.84 -0.22
O 2.06 3.00 -1.02
O 2.19 1.87 1.16
F 0.19 1.94 -0.24
S 3.11 0.43 -1.80
O 4.32 0.81 -1.11
O 2.92 0.99 -3.11
F 3.14 -1.14 -2.10
N 0.04 -0.54 1.58
S 1.21 -1.22 2.64
O 0.78 -2.36 3.40
O 2.25 -0.36 3.10
F 1.97 -2.01 1.45
S -0.65 0.17 2.77
O 0.05 1.31 3.31
O -1.34 -0.61 3.75
F -1.80 0.96 1.92
I 0.33 -3.47 -1.01
*
```

Atom charges from the Mulliken analysis, given in e for atoms 1 to 8: number 1, Mn, carries 0.8556; number 2, N, carries 0.3072; number 3, S, carries 0.8583; number 4, O, carries -0.5776; number 5, O, carries -0.5876; number 6, F, carries -0.2451; number 7, S, carries 0.8924; number 8, O, carries -0.5968